1.
A cluster of 2 separate species, C3HBr2O2 in total, computed with wB97M-V/def2-TZVPD.

```
8
Properties=species:S:1:pos:R:3
C -0.55 -1.88 0.05
C -0.15 1.24 -0.08
O -0.93 -1.87 -1.07
C 0.59 0.21 0.09
H -1.28 1.10 -0.34
Br 2.46 0.11 0.36
Br 0.25 3.33 -0.16
O -0.39 -2.25 1.16
```

Values from the calculation:
E ... -5413.44354 hartree
Spin multiplicity ... 1
Total charge ... -1
ΔE to the lowest compared entry with this formula, charge and spin ... 23.8 kcal/mol

---

2.
A cluster of 2 separate species, C3HBr2O2 in total, computed with wB97M-V/def2-TZVPD.

```
8
Properties=species:S:1:pos:R:3
Br -0.87 2.85 0.16
C 1.89 -0.65 -0.04
O 1.95 2.55 0.45
C 0.68 -0.82 0.06
O 1.21 2.01 -1.63
H -0.39 -0.79 0.25
C 1.22 2.30 -0.45
Br 3.73 -0.65 0.17
```

Values from the calculation:
E ... -5413.44635 hartree
Spin multiplicity ... 1
Total charge ... -1
ΔE to the lowest compared entry with this formula, charge and spin ... 22.1 kcal/mol

---

> spin multiplicity of number 2 (C3HBr2O2)?

1